1.
{"formula": "C14H34F2IN3O5PS", "method": "ωB97M-V with the def2-TZVPD basis set", "symbols": ["C", "C", "F", "C", "N", "C", "S", "O", "O", "C", "N", "P", "O", "I", "N", "C", "F", "H", "H", "H", "H", "H", "H", "H", "H", "H", "H", "H", "H", "H", "H", "C", "C", "O", "C", "C", "H", "H", "H", "H", "H", "H", "H", "H", "H", "H", "C", "C", "O", "C", "C", "H", "H", "H", "H", "H", "H", "H", "H", "H", "H"], "coordinates": [[0.58447, 3.44750, 4.59353], [0.59656, 2.49031, 3.34840], [0.41530, 3.22634, 2.14750], [-0.57693, 1.45109, 3.52568], [-0.27549, 0.22929, 2.80097], [-0.86263, -1.00949, 3.27053], [0.43732, -2.08943, 4.07462], [1.32082, -1.16444, 4.83705], [1.19636, -2.87161, 3.05617], [-0.04715, 0.31429, 1.41630], [-0.90732, 0.68248, 0.37789], [-2.49608, 1.32017, 0.79281], [-3.24704, 0.43266, 2.01525], [-3.78842, 0.75944, -1.24898], [1.15397, -0.05952, 1.01615], [1.59904, -0.14757, -0.39137], [2.05918, -0.40651, 1.93315], [0.72171, 4.48681, 4.21725], [-0.40011, 3.33307, 5.10256], [1.37546, 3.13820, 5.31059], [1.57217, 1.95615, 3.22348], [-0.61624, 1.22096, 4.62369], [-1.53912, 1.96959, 3.28979], [-1.25274, -1.62845, 2.41794], [-1.69263, -0.92043, 4.00719], [-0.24220, -2.94994, 4.91700], [-0.46240, 1.42705, -0.19100], [-4.02417, 0.94410, 2.28907], [2.65482, -0.50182, -0.39524], [1.47691, 0.85344, -0.86472], [0.94634, -0.86842, -0.94891], [0.87333, 1.82463, -4.74392], [-0.18371, 2.05656, -3.67897], [0.35500, 2.37096, -2.39270], [1.15854, 3.54494, -2.31776], [0.42393, 4.81220, -2.71566], [1.54990, 1.02082, -4.44227], [0.40437, 1.55249, -5.69065], [1.48109, 2.71383, -4.91672], [-0.76401, 1.14055, -3.55211], [-0.89230, 2.82929, -3.99098], [2.06981, 3.41634, -2.90990], [1.47839, 3.63359, -1.27579], [0.08766, 4.78127, -3.75275], [1.07625, 5.67905, -2.60141], [-0.45942, 4.95442, -2.08902], [0.82985, -4.51938, -0.08615], [-0.48658, -3.82502, -0.38974], [-0.49094, -3.12112, -1.62240], [-0.25547, -3.89602, -2.79141], [-1.27794, -4.99729, -3.00787], [1.65071, -3.79717, -0.07874], [0.78558, -5.00977, 0.88785], [1.07102, -5.27860, -0.83082], [-0.68114, -3.08153, 0.38870], [-1.32024, -4.53325, -0.35522], [0.76152, -4.30121, -2.77756], [-0.29872, -3.20200, -3.63316], [-1.27283, -5.72636, -2.19599], [-1.06889, -5.53011, -3.93662], [-2.28454, -4.57745, -3.06461]], "atomic_forces_ev_per_a": [[-0.137, -0.461, -0.869], [-0.253, -0.212, 1.033], [-0.175, -0.542, 0.476], [0.996, 1.600, 0.805], [-1.379, -0.689, -0.696], [-0.455, -1.601, -0.476], [4.734, 1.133, -0.977], [-2.466, -1.599, -0.699], [-2.559, 1.016, 1.712], [0.959, -0.539, -0.333], [0.616, -0.267, 2.537], [-1.983, 1.749, 0.095], [1.483, -0.357, -1.262], [0.471, -0.230, 0.437], [-1.017, 0.081, -0.998], [0.041, -0.162, -0.417], [0.243, 0.152, 0.150], [0.002, -0.732, 0.575], [0.676, 0.454, -0.301], [-0.471, 0.396, -0.538], [-0.806, 0.414, 0.211], [0.164, -0.145, -1.111], [0.583, -0.510, -0.139], [0.302, 0.507, 0.755], [0.627, 0.425, -0.502], [0.060, 0.440, -0.381], [-0.301, -0.536, -0.447], [0.091, 0.012, -0.052], [-0.878, 0.405, 0.078], [0.358, -0.660, 0.249], [0.437, 0.428, 0.617], [0.192, 0.083, 0.144], [-0.058, -0.074, -0.229], [-0.115, -0.335, 0.428], [0.112, 0.298, -0.062], [-0.151, -0.059, -0.048], [-0.069, -0.001, -0.052], [-0.010, -0.009, 0.073], [-0.070, 0.012, -0.076], [0.034, 0.048, 0.210], [0.069, 0.046, 0.028], [-0.049, 0.007, -0.059], [-0.087, -0.155, -0.007], [0.099, 0.040, -0.007], [-0.010, -0.053, 0.020], [0.061, 0.016, 0.010], [0.059, -0.009, -0.087], [0.111, -0.234, -0.017], [0.018, 0.474, 0.110], [0.007, -0.203, -0.151], [-0.092, -0.006, 0.146], [-0.044, -0.042, 0.080], [0.021, 0.094, -0.026], [-0.066, -0.042, 0.039], [-0.030, 0.124, -0.114], [0.025, -0.042, -0.003], [-0.025, -0.065, 0.036], [-0.016, 0.120, 0.171], [0.069, -0.045, -0.072], [0.004, 0.044, 0.027], [0.048, -0.001, -0.043]], "nbo_charge": [-0.650, 0.196, -0.386, -0.261, -0.494, -0.417, 1.872, -0.914, -0.912, 0.672, -0.915, 1.089, -0.999, -0.089, 0.098, -0.488, -0.123, 0.249, 0.209, 0.242, 0.186, 0.254, 0.217, 0.247, 0.258, 0.046, 0.469, 0.524, 0.269, 0.254, 0.276, -0.646, -0.067, -0.584, -0.067, -0.646, 0.209, 0.230, 0.211, 0.190, 0.175, 0.173, 0.182, 0.212, 0.229, 0.213, -0.644, -0.057, -0.557, -0.065, -0.646, 0.204, 0.230, 0.212, 0.159, 0.172, 0.165, 0.188, 0.206, 0.226, 0.214], "homo_ha": -0.4415, "e_lumo_ev": -3.634, "charge": 1, "homo_lumo_gap_ev": 8.38, "fmax_ev_per_a": 4.965}

2.
{"formula": "C14H34GaNO2P2Si", "method": "ωB97M-V with the def2-TZVPD basis set", "symbols": ["C", "C", "N", "C", "C", "C", "C", "P", "Ga", "P", "C", "O", "O", "H", "H", "H", "C", "C", "H", "H", "H", "H", "C", "C", "H", "H", "H", "H", "H", "H", "H", "H", "H", "H", "H", "H", "H", "H", "H", "H", "H", "H", "C", "Si", "C", "C", "H", "H", "H", "H", "H", "H", "H", "H", "H"], "coordinates": [[0.94279, -1.42235, -3.79495], [0.97861, -1.21192, -2.40686], [-0.13445, -1.19850, -1.63925], [-1.31209, -1.49833, -2.20952], [-1.41321, -1.81735, -3.56430], [-0.27639, -1.76231, -4.36654], [2.30600, -1.31933, -1.71136], [2.26281, -0.78892, 0.06973], [-0.02563, -1.27150, 0.88527], [-2.27931, -0.65091, 0.25121], [-2.55968, -1.51743, -1.35960], [2.75546, 3.89630, -3.81990], [-1.77467, 3.32005, -2.07528], [1.86028, -1.32889, -4.38026], [-2.38929, -2.11888, -3.93572], [-0.34392, -2.01020, -5.41422], [3.48970, -2.04801, 0.55219], [3.14079, 0.78863, 0.30699], [-3.37697, -1.00670, -1.89344], [-2.89568, -2.54674, -1.14498], [3.11652, -0.85983, -2.28162], [2.52539, -2.40921, -1.64628], [-3.67295, -1.06800, 1.36274], [-2.76632, 1.05258, -0.25437], [-1.22091, 3.37825, -1.30739], [-2.34458, 4.12799, -2.01883], [3.13464, 3.66645, -2.95853], [1.93172, 3.40137, -3.83026], [0.09674, -2.74182, 1.36818], [1.28410, 6.12273, 1.19340], [4.39855, -1.86182, -0.03554], [3.70883, -2.03647, 1.62387], [3.09389, -3.03024, 0.27385], [4.20375, 0.65098, 0.06602], [2.72604, 1.56856, -0.34546], [3.04681, 1.12333, 1.34989], [-3.66159, 0.97317, -0.90482], [-2.97858, 1.67266, 0.63536], [-1.98801, 1.53874, -0.86301], [-4.61007, -0.64114, 0.97243], [-3.77268, -2.15824, 1.44890], [-3.47205, -0.64304, 2.35774], [1.59722, 0.67489, 3.48087], [-0.11061, 0.16666, 2.88381], [-0.81008, -1.12235, 4.06147], [-1.19466, 1.68642, 2.79595], [2.38690, -0.01850, 3.16867], [1.59068, 0.69544, 4.58013], [1.86684, 1.67985, 3.13222], [-0.75167, -0.72378, 5.08216], [-1.85274, -1.37895, 3.84550], [-0.22035, -2.04620, 4.02192], [-1.07715, 2.24908, 3.73200], [-0.89831, 2.35456, 1.97918], [-2.26050, 1.46917, 2.68068]], "atomic_forces_ev_per_a": [[-0.334, 0.295, 0.519], [-0.359, -0.565, -0.389], [0.270, -0.485, -0.573], [0.153, 0.037, -0.459], [0.169, 0.027, 0.301], [-0.166, 0.126, 0.299], [-0.064, 0.334, 0.415], [0.478, -0.759, -0.651], [0.396, 1.463, 1.171], [-1.073, 0.264, -0.996], [-0.566, 0.077, 0.506], [0.214, -0.398, 0.297], [-1.309, 0.921, -0.662], [-0.324, -0.207, 0.208], [0.246, 0.104, -0.155], [0.005, 0.051, -0.138], [0.152, -0.043, 0.429], [0.025, 0.210, -0.285], [0.227, -0.292, 0.080], [0.248, 0.243, -0.175], [-0.067, 0.031, 0.020], [-0.104, 0.691, -0.145], [-0.041, -0.304, -0.093], [0.332, 0.058, 0.009], [0.709, 0.438, 0.699], [0.852, -0.987, -0.093], [-0.066, 0.340, -0.195], [-0.186, 0.127, -0.066], [-0.138, -0.431, -0.445], [-0.112, -0.475, -0.151], [-0.071, -0.087, 0.297], [0.064, 0.005, -0.191], [0.062, 0.143, 0.236], [-0.248, 0.055, 0.039], [0.033, -0.142, 0.253], [-0.025, -0.149, -0.418], [0.383, 0.044, 0.519], [0.122, -0.280, -0.535], [-0.346, -0.287, 0.351], [0.326, -0.162, 0.115], [0.007, 0.281, 0.092], [-0.054, -0.148, -0.351], [0.096, 0.126, 0.333], [0.345, -0.544, -0.808], [0.039, 0.164, 0.469], [-0.084, 0.262, 0.165], [-0.117, 0.010, 0.117], [0.116, 0.057, -0.183], [-0.093, -0.134, 0.063], [-0.167, -0.195, 0.003], [0.112, 0.016, 0.058], [-0.092, 0.164, 0.018], [-0.079, -0.007, -0.172], [0.049, -0.040, 0.158], [0.055, -0.045, 0.090]], "nbo_charge": [-0.240, 0.252, -0.491, 0.240, -0.240, -0.127, -0.744, 0.966, 0.435, 0.960, -0.754, -0.940, -0.980, 0.235, 0.229, 0.231, -0.928, -0.973, 0.250, 0.260, 0.257, 0.257, -0.936, -0.934, 0.452, 0.484, 0.464, 0.463, -0.240, -0.808, 0.235, 0.251, 0.240, 0.241, 0.253, 0.277, 0.236, 0.260, 0.275, 0.246, 0.249, 0.260, -1.118, 1.127, -1.108, -1.141, 0.214, 0.243, 0.254, 0.236, 0.222, 0.237, 0.255, 0.245, 0.212], "homo_ha": [-0.1215, -0.1217], "e_lumo_ev": [-0.626, -0.626], "charge": 0, "homo_lumo_gap_ev": [2.68, 2.69], "fmax_ev_per_a": 1.915}

3.
{"formula": "C14H34MnO19S4V", "method": "ωB97M-V with the def2-TZVPD basis set", "symbols": ["O", "V", "Mn", "O", "C", "O", "O", "H", "O", "C", "O", "O", "H", "O", "S", "O", "O", "C", "C", "C", "H", "H", "H", "H", "H", "H", "H", "H", "O", "S", "O", "O", "C", "C", "C", "H", "H", "H", "H", "H", "H", "H", "H", "O", "S", "O", "O", "C", "C", "C", "H", "H", "H", "H", "H", "H", "H", "H", "O", "S", "O", "O", "C", "C", "C", "H", "H", "H", "H", "H", "H", "H", "H"], "coordinates": [[-13.64208, 17.75163, -1.85166], [-12.18005, 18.30773, -1.81705], [-10.97216, 22.61579, -1.16111], [-12.28563, 21.22744, -5.05699], [-12.24191, 21.07920, -3.73742], [-12.54190, 19.96308, -3.25117], [-11.76938, 22.00234, -3.00386], [-11.96135, 22.12983, -5.10302], [-13.60331, 20.67203, 1.40891], [-12.61898, 20.68088, 0.53034], [-12.65409, 19.85279, -0.29390], [-11.78343, 21.60788, 0.43031], [-13.61207, 21.53361, 1.83224], [-12.69290, 23.97106, -1.11930], [-13.91624, 24.75557, -1.24172], [-14.01579, 25.78712, -2.28699], [-15.18211, 23.76788, -1.29659], [-15.18058, 22.57903, -2.16852], [-15.98470, 21.49592, -1.38963], [-14.10091, 25.49318, 0.40038], [-14.19660, 22.20939, -2.45707], [-15.61375, 22.79192, -3.14583], [-16.20031, 20.60912, -1.98561], [-16.93839, 21.86053, -1.00800], [-15.41034, 21.12256, -0.54180], [-14.85130, 24.99442, 1.01378], [-14.20040, 26.57246, 0.28482], [-13.19903, 25.26895, 0.96997], [-10.14440, 24.31557, -6.63169], [-10.64350, 25.65556, -6.57041], [-10.27220, 26.59270, -7.60475], [-12.31319, 25.54129, -6.61024], [-13.11686, 24.69160, -5.76574], [-13.82617, 23.64892, -6.49813], [-10.45250, 26.34515, -4.89617], [-13.95644, 25.28283, -5.40013], [-12.54661, 24.32940, -4.91033], [-13.14427, 22.88978, -6.88129], [-14.34172, 24.14473, -7.32062], [-14.49739, 23.16264, -5.79025], [-11.27921, 26.12064, -4.22220], [-10.20480, 27.39372, -5.06118], [-9.49422, 25.95084, -4.55805], [-13.63357, 18.72763, -9.68973], [-12.24979, 18.45609, -9.31869], [-11.98296, 17.13070, -8.75867], [-11.27799, 18.66079, -10.61278], [-11.63125, 19.48662, -11.67372], [-10.67951, 19.24447, -12.93273], [-11.44851, 19.81472, -8.26950], [-11.46097, 20.51110, -11.34272], [-12.67006, 19.48818, -12.00383], [-9.64163, 18.93840, -12.80152], [-10.60750, 20.08459, -13.62347], [-11.01137, 18.56811, -13.72046], [-11.13822, 20.66946, -8.87054], [-10.47181, 19.47085, -7.92906], [-12.08609, 20.13841, -7.44681], [-4.46065, 20.46935, -4.90482], [-4.56278, 21.85309, -4.52519], [-3.76458, 22.93879, -5.08520], [-6.12185, 22.34515, -4.62628], [-7.21165, 21.49311, -4.86242], [-8.54374, 22.23414, -4.41533], [-4.72923, 21.97614, -2.65273], [-7.05398, 20.65407, -4.18474], [-7.37507, 21.14856, -5.88353], [-8.62534, 23.15109, -4.99896], [-8.40279, 22.39456, -3.34645], [-9.49007, 21.69681, -4.35347], [-5.63847, 22.49475, -2.34873], [-4.00658, 22.71244, -2.30097], [-4.74161, 20.98825, -2.19228]], "atomic_forces_ev_per_a": [[3.809, 0.720, -0.012], [-5.732, 3.335, -0.081], [-2.239, -0.121, -0.306], [-0.339, -0.023, 1.946], [1.763, -0.427, 0.734], [-0.075, -3.164, 0.970], [0.237, 0.479, -0.102], [0.229, 0.908, -1.258], [0.480, 0.356, 0.228], [-0.522, 4.171, 2.572], [0.433, -8.573, -6.518], [1.456, 2.253, 0.848], [-0.094, 0.261, 0.673], [1.147, -0.879, -0.576], [-2.022, 2.568, -0.684], [0.630, -2.635, 2.082], [1.662, 0.244, -0.306], [-1.039, -1.231, 0.079], [0.562, 0.296, -0.196], [0.281, -0.395, 0.083], [0.377, 0.338, 0.821], [-0.520, 0.561, 0.330], [0.061, 0.216, -0.389], [0.108, 0.231, -0.175], [0.084, 0.209, 0.117], [-0.581, 0.319, -0.586], [-0.356, -0.214, 0.018], [0.352, 0.161, -0.473], [0.195, -0.406, 0.557], [-2.316, 0.687, -0.677], [-0.655, -1.069, 1.757], [1.253, 0.462, -0.329], [0.391, 1.428, 0.677], [0.381, -1.272, -0.988], [1.381, 0.025, -1.089], [0.574, 0.782, 0.474], [0.243, -0.050, 0.179], [-0.130, -0.064, -0.370], [-0.265, -0.462, 0.006], [-0.371, -0.013, -0.251], [0.063, 0.171, -0.315], [-0.757, 0.168, 0.181], [-0.135, -0.385, 0.255], [1.980, 0.426, 0.665], [-0.202, -0.681, -0.404], [0.214, 2.524, -0.616], [-0.563, -2.039, 1.847], [1.127, 1.834, -2.728], [-0.407, -0.121, -0.585], [-0.052, -0.615, -0.551], [0.124, 0.262, -0.039], [-0.060, -0.753, 0.332], [-0.112, 0.118, 0.946], [-0.148, 0.943, 0.793], [-0.747, -0.863, 0.747], [-0.756, -0.017, -0.459], [-0.302, -0.669, 0.235], [-0.071, -0.305, -0.176], [0.015, 1.026, -0.011], [-0.601, 1.424, 1.521], [-1.460, -2.297, 1.086], [-0.072, 1.091, -1.812], [-1.817, -0.784, 0.935], [1.595, -0.161, 0.468], [0.638, 0.668, -0.402], [-0.285, -0.555, -0.321], [0.682, 0.108, -0.105], [-0.307, 0.033, 0.308], [0.347, 0.914, 0.356], [0.201, -0.589, -1.126], [-0.335, -0.268, -0.759], [0.737, -0.761, 0.100], [0.635, 0.143, -0.148]], "lowdin_charge": [-0.077, 1.472, 1.273, 0.191, -0.697, -0.034, -0.091, 0.104, 0.213, -0.807, 0.022, -0.055, 0.147, -0.394, 0.703, -0.248, -0.235, -0.184, -0.025, -0.067, 0.080, 0.126, 0.089, 0.094, 0.058, 0.084, 0.088, 0.070, -0.304, 0.657, -0.239, -0.252, -0.312, -0.072, -0.091, 0.128, 0.092, 0.073, 0.111, 0.085, 0.056, 0.077, 0.060, -0.291, 0.679, -0.298, -0.269, -0.262, -0.048, -0.092, 0.105, 0.118, 0.073, 0.069, 0.067, 0.058, 0.059, 0.034, -0.272, 0.693, -0.256, -0.312, -0.252, -0.043, -0.086, 0.108, 0.127, 0.064, 0.043, 0.042, 0.045, 0.064, 0.064], "homo_ha": [-0.5193, -0.5193], "e_lumo_ev": [-10.684, -10.085], "charge": 2, "homo_lumo_gap_ev": [3.45, 4.05], "fmax_ev_per_a": 10.779, "spin_multiplicity": 7}

What is the formula in the first record?
C14H34F2IN3O5PS

Which formula does entry 3 have?
C14H34MnO19S4V

The highest charge belongs to which entry?
C14H34MnO19S4V

Among the records above, which one has the lowest charge?
C14H34GaNO2P2Si